The following is a quantum chemistry calculation of a 14-piece molecular cluster, C33H98N4O14 overall in a non-equilibrium geometry, from the OMol25 dataset.

Last column: Löwdin charge in e.
Positions of all 149 atoms, in Å:
C1 0.30734 -0.84226 -0.17747  -0.127
O1 -0.73922 -0.74690 -1.17480  -0.156
H1 -0.25506 -0.69708 0.74487  0.074
H2 0.70493 -1.85622 -0.13383  0.059
H3 1.17734 -0.19337 -0.27823  0.074
H4 -0.85697 0.19148 -1.33970  -0.003
C2 -1.90488 -3.73901 -3.12272  -0.103
O2 -2.20882 -4.95707 -2.36171  -0.128
H5 -1.28996 -3.91689 -4.00494  0.074
H6 -2.79664 -3.38024 -3.63668  0.069
H7 -1.42976 -2.96638 -2.51824  0.062
H8 -2.05723 -5.67926 -2.97576  0.080
C3 -1.92433 2.28333 -1.03830  -0.093
O3 -0.58258 1.95442 -1.61478  -0.137
H9 -2.82369 1.92465 -1.53889  0.076
H10 -1.93925 1.85824 -0.03472  0.084
H11 -2.04827 3.33032 -0.76165  0.055
H12 -0.53476 2.26543 -2.52174  0.042
C4 -4.29121 -1.69106 -1.52514  -0.064
C5 -5.30899 -1.71234 -2.67612  -0.351
O4 -4.97914 -0.77502 -3.62816  -0.071
H13 -4.33683 -0.77096 -0.94252  0.055
H14 -3.28200 -1.58596 -1.92330  0.039
H15 -4.30434 -2.64973 -1.00660  0.084
H16 -6.23917 -1.48103 -2.15713  0.106
H17 -5.41866 -2.65544 -3.21152  0.107
H18 -5.81270 -0.43978 -3.96638  0.086
C6 -0.27429 -4.28603 5.19385  -0.077
C7 -1.70653 -3.69048 4.90505  -0.340
O5 -2.71434 -4.18063 5.68248  -0.052
H19 0.35619 -3.93314 4.37773  0.048
H20 -0.23192 -5.37451 5.15500  0.071
H21 0.20742 -3.94197 6.10910  0.064
H22 -2.00987 -4.05186 3.92246  0.101
H23 -1.68107 -2.61430 4.73393  0.100
H24 -2.59360 -3.97791 6.61302  0.090
C8 2.21373 -3.93681 -3.49906  -0.054
C9 2.32886 -5.37109 -2.89773  -0.350
O6 2.84705 -6.12709 -3.90713  -0.072
H25 1.92049 -4.07478 -4.53977  0.073
H26 3.15974 -3.39787 -3.44694  0.063
H27 1.40207 -3.37027 -3.04261  0.056
H28 1.30670 -5.71020 -2.72952  0.091
H29 2.92820 -5.47093 -1.99279  0.102
H30 2.82945 -7.05689 -3.66892  0.092
C10 4.23556 1.12075 2.55489  -0.086
C11 5.12120 -0.05909 2.57037  -0.340
O7 6.45939 0.22249 2.08813  -0.092
H31 4.73773 2.01303 2.92872  0.085
H32 3.36297 0.83213 3.14090  0.073
H33 3.94852 1.25144 1.51152  0.073
H34 4.70883 -0.88030 1.98414  0.102
H35 5.29856 -0.36846 3.60038  0.107
H36 6.71079 -0.58418 1.63240  0.041
C12 0.08010 0.62866 5.05100  -0.105
C13 -0.02307 2.01354 5.57674  -0.336
O8 -1.21863 2.64221 5.12726  -0.075
H37 0.15652 0.56731 3.96542  0.068
H38 -0.83438 0.07820 5.27202  0.068
H39 0.95839 0.08005 5.39117  0.077
H40 0.83001 2.53218 5.13929  0.104
H41 0.08851 2.03566 6.66079  0.110
H42 -1.12153 3.59323 5.03935  0.080
C14 0.35293 -5.81065 0.51723  -0.059
C15 -0.83302 -4.79571 0.64019  -0.306
O9 -2.11254 -5.35422 0.51019  -0.082
H43 0.70021 -6.13631 -0.46330  0.048
H44 0.08500 -6.66471 1.13925  0.067
H45 1.12431 -5.39662 1.16659  0.051
H46 -0.74252 -4.12130 -0.21134  0.088
H47 -0.82217 -4.26220 1.59063  0.099
H48 -2.31574 -5.31989 -0.42743  0.034
C16 5.47942 -0.89370 -1.06384  -0.097
C17 6.38448 -2.06195 -1.29140  -0.300
O10 6.93211 -2.52063 -0.03457  -0.101
H49 5.85697 -0.13795 -0.37508  0.063
H50 4.49759 -1.25016 -0.75233  0.074
H51 5.48597 -0.28770 -1.96983  0.075
H52 7.16669 -1.89020 -2.03084  0.110
H53 5.75514 -2.81102 -1.77193  0.097
H54 6.27464 -3.08802 0.37458  0.014
C18 -5.85557 5.38426 -1.02572  -0.028
C19 -5.42229 4.92060 0.39258  -0.430
C20 -5.09305 3.45084 0.43177  -0.224
O11 -6.27970 2.69417 0.62670  -0.159
C21 -5.94946 1.34039 0.62850  -0.138
N1 -4.37827 5.76153 0.95106  0.065
H55 -4.94765 5.76264 -1.49541  0.053
H56 -6.58462 6.16516 -0.80939  0.076
H57 -6.34709 4.53603 -1.50216  0.080
H58 -6.33796 4.99147 0.97963  0.134
H59 -4.47338 3.26290 1.30857  0.120
H60 -4.48818 3.11240 -0.40948  0.105
H61 -5.15966 0.91077 1.24474  0.096
H62 -5.77025 1.00203 -0.39203  0.068
H63 -6.91379 0.85875 0.79034  0.092
H64 -3.99171 5.43827 1.82637  0.073
H65 -3.58119 5.87640 0.34149  0.026
C22 0.05205 4.39246 1.25524  -0.055
C23 0.32418 5.88167 1.10873  -0.418
C24 -0.16155 6.38509 -0.27563  -0.174
O12 -1.60501 6.43618 -0.30356  -0.231
C25 -2.06195 6.81043 -1.60017  -0.104
N2 -0.48815 6.64715 2.03662  0.038
H66 0.64439 3.86903 0.50473  0.076
H67 -1.01308 4.23328 1.08714  0.066
H68 0.44936 3.98071 2.18298  0.073
H69 1.37091 6.08320 1.33640  0.139
H70 0.20532 5.78898 -1.11117  0.121
H71 0.28064 7.37234 -0.40949  0.122
H72 -1.93072 6.00849 -2.32665  0.058
H73 -1.62543 7.66018 -2.12503  0.095
H74 -3.11215 7.10217 -1.59249  0.082
H75 -0.11082 7.58278 2.08476  0.072
H76 -1.34273 6.71608 1.50272  0.045
C26 7.11603 -5.59166 2.03276  -0.047
C27 5.65847 -5.13114 2.27874  -0.416
C28 5.43017 -3.99984 3.36434  -0.145
O13 3.99476 -3.82946 3.57859  -0.205
C29 3.45987 -4.80270 4.54764  -0.074
N3 5.11486 -4.69047 1.03611  0.032
H77 7.65022 -5.77427 2.96517  0.070
H78 7.74598 -4.85193 1.53872  0.073
H79 7.20581 -6.53194 1.48881  0.074
H80 5.05639 -5.97614 2.61277  0.119
H81 5.65043 -2.99637 3.00015  0.104
H82 6.05983 -4.14890 4.24149  0.122
H83 3.88790 -5.80428 4.50617  0.080
H84 2.38848 -4.97530 4.44554  0.053
H85 3.54419 -4.34137 5.53160  0.086
H86 4.13268 -4.50889 1.18600  0.078
H87 5.12410 -5.41974 0.33740  0.089
C30 -2.51327 5.60360 -4.80205  -0.080
C31 -1.05203 5.18163 -5.07619  -0.423
C32 -0.98037 3.65452 -5.45253  -0.140
O14 -1.46460 2.91846 -4.27830  -0.238
C33 -1.63643 1.49733 -4.67246  -0.063
N4 -0.50344 6.06668 -6.10262  0.038
H88 -3.11175 5.64588 -5.71206  0.075
H89 -2.60175 6.62716 -4.43790  0.075
H90 -3.03969 4.87438 -4.18624  0.076
H91 -0.53716 5.46693 -4.15879  0.116
H92 0.06070 3.34326 -5.53852  0.127
H93 -1.72135 3.54154 -6.24390  0.128
H94 -2.59883 1.34697 -5.16163  0.090
H95 -1.66967 0.85039 -3.79583  0.069
H96 -0.80244 1.03725 -5.20247  0.090
H97 -1.33222 6.33343 -6.61457  0.057
H98 0.10034 5.54514 -6.72193  0.065

Calculated values
E_HOMO: -9.0254 eV
E_tot: -70427.156 eV